P.
ORCA calculation (the ωB97M-V functional and the def2-TZVPD basis) on 30 unconnected molecules or ions with the total composition H60O30.

Last column: Mulliken charge in e.
Cartesian coordinates (Å):
O (-4.0198, 1.1448, 2.2856)  -0.65
H (-4.0196, 0.4506, 1.6282)  0.33
H (-3.1989, 1.6704, 2.0597)  0.44
O (-2.1067, -5.1487, -2.5634)  -0.66
H (-2.9474, -5.4708, -2.2659)  0.29
H (-1.8276, -4.6099, -1.8131)  0.31
O (-0.2588, -0.1578, -1.1306)  1.04
H (-1.1365, 0.1719, -1.2902)  -0.13
H (0.1024, -0.6667, -1.8871)  -0.20
O (1.3866, -4.6298, 1.2380)  -0.71
H (0.5710, -5.0627, 1.0535)  0.29
H (1.2115, -3.9977, 1.9764)  0.42
O (5.2721, -0.0810, 0.2857)  -0.52
H (6.1928, 0.1231, 0.5045)  0.28
H (4.8247, 0.5512, 0.8814)  0.30
O (2.2658, -2.6655, -0.4468)  -0.63
H (1.9025, -3.4514, 0.0174)  0.36
H (2.1652, -1.9385, 0.1848)  0.10
O (0.7946, 3.0068, -2.2182)  -0.59
H (1.1968, 2.3923, -2.8404)  0.28
H (0.6765, 3.8945, -2.5574)  0.24
O (-0.6550, 1.5033, 3.7376)  -0.47
H (-1.4181, 1.1062, 4.1617)  0.27
H (-0.9843, 2.0207, 2.9605)  0.25
O (-1.3586, -0.9107, -4.8846)  -0.71
H (-0.5157, -0.6475, -4.5292)  0.25
H (-1.2145, -1.9012, -4.9637)  0.41
O (1.5807, 3.6301, 3.6042)  -0.67
H (0.8441, 3.6592, 2.9367)  0.26
H (1.1401, 2.9988, 4.2411)  0.36
O (-2.9932, 0.7482, 5.1715)  -0.70
H (-3.3227, -0.1576, 5.1027)  0.32
H (-3.4818, 1.1047, 4.4258)  0.34
O (-5.3187, 3.8346, 2.8052)  -0.70
H (-5.6280, 4.4865, 2.1693)  0.33
H (-5.4236, 2.9665, 2.3849)  0.33
O (1.1618, -2.5321, 2.7667)  -0.78
H (1.5983, -2.2523, 3.5531)  0.31
H (1.1132, -1.6827, 2.2410)  0.22
O (-1.8489, 2.5054, 1.2182)  -0.84
H (-2.2131, 3.3833, 1.5580)  0.48
H (-2.2693, 2.2681, 0.3534)  0.27
O (3.8164, 1.7127, 2.0758)  -0.67
H (4.1322, 1.6022, 2.9705)  0.30
H (3.2636, 2.5345, 2.0809)  0.25
O (-1.8204, -1.6865, 3.0078)  -0.73
H (-1.6559, -0.7443, 2.7586)  0.33
H (-0.9476, -2.0878, 3.0355)  0.38
O (-3.4899, -0.0439, -0.2450)  -0.65
H (-3.3546, -0.9977, -0.1135)  0.30
H (-3.4501, 0.1508, -1.2053)  0.20
O (3.7590, -1.1369, -4.5640)  -0.57
H (4.2740, -1.2681, -3.7384)  0.32
H (4.3696, -1.3212, -5.2552)  0.26
O (1.2571, 0.6161, -3.9504)  -0.58
H (1.9751, 0.6212, -3.2436)  0.33
H (1.7814, 0.6004, -4.7421)  0.30
O (1.1734, -0.3650, 0.9753)  0.72
H (0.4597, -0.1459, 0.2835)  -0.11
H (1.4074, 0.4974, 1.3553)  0.03
O (0.7675, -2.1055, -2.7274)  -0.66
H (1.3406, -2.3266, -1.9822)  0.30
H (1.3623, -1.8460, -3.5009)  0.30
O (4.6853, -1.9191, -1.8564)  -0.67
H (3.9618, -2.4785, -1.5703)  0.30
H (5.2314, -1.8170, -1.0194)  0.29
O (1.2105, 2.4780, 0.6990)  -0.48
H (0.3151, 2.8128, 0.9351)  0.24
H (1.2330, 2.5541, -0.2752)  0.18
O (-0.6897, -4.0416, -4.8880)  -0.64
H (0.1211, -4.1007, -4.3393)  0.27
H (-1.2903, -4.5909, -4.3294)  0.37
O (-1.9902, 2.5483, -1.7102)  -0.64
H (-2.3464, 2.0961, -2.4650)  0.28
H (-1.0548, 2.6990, -1.8792)  0.36
O (2.3407, 0.1517, 3.9743)  -0.72
H (1.4349, 0.4009, 4.0825)  0.33
H (2.6925, 0.5815, 3.1938)  0.31
O (-2.6921, 4.4224, 2.7323)  -0.53
H (-2.4626, 5.3024, 2.9729)  0.23
H (-3.6386, 4.2872, 2.9175)  0.34
O (-3.4014, 0.4200, -3.5205)  -0.61
H (-2.8858, -0.2402, -4.0384)  0.39
H (-3.9018, 0.9617, -4.0976)  0.27
O (-1.4026, -2.7881, 0.1456)  -0.55
H (-1.5189, -2.6078, 1.1080)  0.31
H (-0.7716, -2.0899, -0.0924)  0.17
O (2.7434, 0.5913, -1.6289)  -0.66
H (3.4950, 0.0207, -1.6817)  0.25
H (2.3214, 0.4292, -0.7607)  0.13

Values from the calculation:
Orbital gap = 11.03 eV
Multiplicity = 1
Molar mass = 540.5 g mol⁻¹
Highest occupied orbital energy = -10.9840 eV

***

Q.
ORCA calculation (the ωB97M-V functional and the def2-TZVPD basis) on 30 unconnected molecules or ions with the total composition H60O30.

Last column: Mulliken charge in e.
Cartesian coordinates (Å):
O (1.4447, -0.7009, -0.4767)  -0.10
O (0.0117, -0.6321, 2.3184)  -0.56
O (-1.0551, -2.1637, -1.4250)  -0.73
O (-1.1206, 2.5600, -1.4665)  -0.41
O (1.7901, 2.0895, -0.9954)  -0.72
O (-2.2586, -2.2273, 1.3230)  -0.60
O (-3.0065, 1.0952, 1.1618)  -0.43
O (1.5518, -2.4078, -3.3113)  -0.72
O (1.0483, 3.9161, 0.8210)  -0.58
O (1.4800, 0.3232, -4.1027)  -0.66
O (-3.4845, -1.6483, -2.8126)  -0.60
O (2.9376, -3.2467, -1.2430)  -0.61
O (0.8789, 2.8559, 3.4195)  -0.68
O (4.0681, -0.2389, 1.9640)  -0.72
O (-2.2808, 1.4833, 3.9933)  -0.61
O (-5.2354, 0.1158, -0.0189)  -0.68
O (0.3051, -2.6298, 4.2540)  -0.72
O (-0.4627, -4.5636, -2.7322)  -0.54
O (2.5178, -4.2192, 1.3132)  -0.62
O (4.8152, 0.5020, -0.6446)  -0.63
O (-3.3805, 0.5883, -4.4749)  -0.70
O (-4.9444, -1.1213, 2.4000)  -0.59
O (-0.8982, 0.5027, -5.4707)  -0.69
O (-3.7714, 3.9764, 1.4213)  -0.65
O (3.3471, 1.6855, 3.8505)  -0.69
O (0.2356, -4.9592, 2.8460)  -0.67
O (-1.8189, 3.6486, -4.1079)  -0.60
O (3.4466, -2.5366, 3.4805)  -0.65
O (-1.5584, 5.4102, 0.5729)  -0.70
O (3.7423, 2.0384, -3.5885)  -0.61
H (2.1627, -1.3350, -0.6318)  0.05
H (0.7138, -1.1207, -0.9653)  0.21
H (0.2259, 0.2619, 2.5502)  0.11
H (0.4343, -0.6628, 1.4379)  0.32
H (-1.1511, -3.1087, -1.6740)  0.31
H (-1.6428, -1.6043, -1.9494)  0.30
H (-1.5755, 2.1488, -0.7202)  0.19
H (-0.1847, 2.6109, -1.2577)  0.24
H (1.5062, 1.1699, -0.8615)  0.30
H (2.7164, 2.1721, -1.2562)  0.11
H (-1.6366, -1.8242, 1.9499)  0.38
H (-1.8433, -2.1460, 0.4656)  0.31
H (-3.3613, 1.9700, 1.1319)  0.31
H (-2.7708, 1.0358, 2.0620)  0.17
H (2.2258, -2.6602, -2.6486)  0.38
H (0.6880, -2.7045, -3.0507)  0.26
H (1.5014, 4.8017, 0.7973)  0.32
H (1.4096, 3.3556, 0.1002)  0.42
H (1.6154, -0.5729, -3.7605)  0.45
H (2.2903, 0.7667, -3.9284)  0.31
H (-3.6077, -0.9545, -3.4868)  0.39
H (-4.3312, -1.9371, -2.4872)  0.26
H (3.8469, -3.1282, -0.9037)  0.26
H (2.5625, -3.8865, -0.6122)  0.28
H (0.6044, 3.3778, 4.2261)  0.28
H (1.0830, 3.3707, 2.6317)  0.39
H (3.9314, -1.1048, 2.3693)  0.37
H (3.6830, 0.4402, 2.5529)  0.37
H (-1.5117, 1.7772, 4.4400)  0.25
H (-2.9677, 2.2358, 4.1121)  0.29
H (-5.3921, -0.7571, 0.2985)  0.30
H (-4.3815, 0.3755, 0.4041)  0.50
H (0.9728, -2.4553, 4.9638)  0.26
H (0.3763, -2.0157, 3.4657)  0.48
H (-0.1155, -5.3861, -2.2960)  0.27
H (-0.8178, -4.8589, -3.5641)  0.25
H (2.8245, -3.5949, 1.9568)  0.29
H (1.7296, -4.6700, 1.6925)  0.37
H (4.4317, 0.1311, 0.1116)  0.38
H (4.2685, 0.4509, -1.4329)  0.31
H (-2.4996, 0.5818, -4.9011)  0.44
H (-3.9670, 0.6390, -5.2518)  0.32
H (-5.3971, -0.4673, 2.8882)  0.28
H (-3.9841, -1.0590, 2.5505)  0.27
H (-0.1938, 0.6006, -4.8133)  0.37
H (-0.8005, -0.3739, -5.8579)  0.28
H (-4.2147, 4.2756, 2.2266)  0.29
H (-2.9739, 4.5315, 1.3810)  0.41
H (2.4876, 1.9417, 3.5340)  0.40
H (3.9066, 2.4479, 3.8355)  0.30
H (0.4530, -5.6756, 3.4149)  0.29
H (0.2625, -4.1919, 3.4665)  0.45
H (-2.7300, 3.5696, -4.0759)  0.31
H (-1.5653, 3.2673, -3.2831)  0.33
H (3.1811, -2.3328, 4.3798)  0.23
H (4.2618, -3.0842, 3.6551)  0.30
H (-0.7767, 5.0482, 0.1819)  0.31
H (-2.0871, 5.7827, -0.1893)  0.34
H (3.6844, 2.9480, -3.1403)  0.31
H (4.0944, 2.0904, -4.5029)  0.27

Values from the calculation:
Orbital gap = 8.65 eV
Multiplicity = 1
Molar mass = 540.5 g mol⁻¹
Highest occupied orbital energy = -9.0629 eV

***

List of relative energies, unit kcal/mol: P 0.0; Q 63.2

***

P.
ORCA calculation (the ωB97M-V functional and the def2-TZVPD basis) on 2 unconnected molecules or ions with the total composition C4H14N4.

Last column: natural (NBO) charge in e.
Cartesian coordinates (Å):
C (0.8179, 1.9397, -0.1278)  -0.60
C (0.3357, -0.3776, 0.7581)  0.38
C (0.5924, 0.4578, -0.4274)  -0.20
N (0.8493, -1.6759, 0.7914)  -0.82
N (0.1628, 0.1351, 2.0607)  -0.84
N (1.5644, -0.0631, -1.3787)  -0.84
H (0.3661, -2.2893, 1.4342)  0.39
H (0.9628, -2.0943, -0.1197)  0.39
H (-0.0285, 1.1243, 2.0912)  0.39
H (0.9304, -0.1055, 2.6767)  0.38
H (2.3670, -0.5224, -0.9701)  0.36
H (1.1681, -0.6144, -2.1255)  0.37
H (0.9524, 2.4655, -1.0713)  0.23
H (-0.0451, 2.3900, 0.3706)  0.20
H (1.7071, 2.1051, 0.4896)  0.20
C (-2.1924, -0.5656, -0.2762)  -0.33
N (-1.8983, 0.0765, -1.4564)  -0.79
H (-1.6722, -0.6137, -2.1739)  0.32
H (-0.4426, 0.4519, -1.0408)  0.31
H (-2.4638, -1.6298, -0.2960)  0.18
H (-2.8544, -0.0018, 0.3897)  0.18
H (-1.1791, -0.5923, 0.4017)  0.14

Values from the calculation:
Orbital gap = 8.01 eV
Multiplicity = 1
Molar mass = 118.2 g mol⁻¹
Highest occupied orbital energy = -7.2447 eV

***

Q.
ORCA calculation (the ωB97M-V functional and the def2-TZVPD basis) on a molecular structure, C4H14N4.

Last column: natural (NBO) charge in e.
Cartesian coordinates (Å):
C (-1.5243, -0.0486, 1.3893)  0.01
C (0.7564, -0.9274, -2.0416)  -0.46
N (1.6730, -0.3626, -1.0585)  -0.46
N (-2.1932, -0.6304, 0.3747)  -0.95
H (2.4549, 0.1396, -1.4539)  0.37
H (-1.3626, 0.9041, -0.3459)  0.45
H (-1.8606, -1.5689, 0.1701)  0.32
H (-2.1066, 0.6295, 2.0163)  0.15
H (-0.6916, -0.5265, 1.9159)  0.16
H (1.0919, -1.9051, -2.4090)  0.19
H (0.6881, -0.2338, -2.8776)  0.22
H (-0.2370, -1.0352, -1.6025)  0.22
C (-0.5833, 2.6382, 0.8166)  -0.42
N (-0.6114, 1.2398, 0.3962)  -0.74
C (1.4529, -2.0817, 0.4415)  -0.20
N (2.1019, -1.0779, 0.0142)  -0.22
H (0.3099, 0.8987, 0.1215)  0.41
H (0.0228, 2.7424, 1.7171)  0.20
H (-1.5986, 2.9611, 1.0462)  0.20
H (-0.1646, 3.2905, 0.0438)  0.20
H (0.5616, -2.5021, -0.0201)  0.16
H (1.8205, -2.5438, 1.3456)  0.19

Values from the calculation:
Orbital gap = 8.45 eV
Multiplicity = 1
Molar mass = 118.2 g mol⁻¹
Highest occupied orbital energy = -7.6213 eV

***

List of relative energies, unit kcal/mol: P 0.0; Q 20.5

***

P.
ORCA calculation (the ωB97M-V functional and the def2-TZVPD basis) on 2 unconnected molecules or ions with the total composition CH4N2Si.

Last column: natural (NBO) charge in e.
Cartesian coordinates (Å):
N (1.0820, 1.0967, -0.2858)  -1.35
Si (1.3271, -0.4738, -0.0593)  1.34
H (1.6924, 1.7805, -0.7024)  0.39
H (0.3461, -1.0499, 0.8250)  -0.20
H (2.3423, -1.6708, -0.5972)  -0.18
C (-2.2247, 0.1169, 0.2697)  0.07
N (-2.9528, -0.7720, 0.3453)  -0.32
H (-1.6123, 0.9724, 0.2047)  0.25

Values from the calculation:
Orbital gap = 9.99 eV
Multiplicity = 1
Molar mass = 72.1 g mol⁻¹
Highest occupied orbital energy = -10.2402 eV
SMILES = N=[SiH2].C#N

***

Q.
ORCA calculation (the ωB97M-V functional and the def2-TZVPD basis) on a molecular structure, CH4N2Si.

Last column: natural (NBO) charge in e.
Cartesian coordinates (Å):
C (1.2462, -0.2040, 0.0307)  -0.13
N (0.3126, 0.6783, 0.7083)  -0.62
N (0.2854, 0.4998, -0.8026)  -0.62
Si (-1.1160, 0.0173, 0.0495)  1.34
H (2.1651, 0.3632, 0.0423)  0.21
H (1.1095, -1.2229, 0.2659)  0.18
H (-1.7255, -1.2472, 0.0857)  -0.19
H (-2.2773, 1.1154, -0.3798)  -0.17

Values from the calculation:
Orbital gap = 9.58 eV
Multiplicity = 1
Molar mass = 72.1 g mol⁻¹
Highest occupied orbital energy = -9.0042 eV

***

List of relative energies, unit kcal/mol: P 0.0; Q 27.8

***

P.
ORCA calculation (the ωB97M-V functional and the def2-TZVPD basis) on a single C3H4 molecule.

Last column: natural (NBO) charge in e.
Cartesian coordinates (Å):
C (-0.1805, -0.1961, 0.0008)  -0.60
C (2.2066, -0.3476, -0.0027)  0.24
C (1.1876, 0.4743, -0.0026)  -0.58
H (-0.7886, 0.0707, 0.8537)  0.22
H (1.0915, 1.5580, -0.0103)  0.27
H (-0.6956, -0.0566, -0.9428)  0.22
H (0.0499, -1.2715, 0.0843)  0.22

Values from the calculation:
Orbital gap = 9.90 eV
Multiplicity = 1
Molar mass = 40.1 g mol⁻¹
Highest occupied orbital energy = -10.2482 eV

***

Q.
ORCA calculation (the ωB97M-V functional and the def2-TZVPD basis) on a single C3H4 molecule.

Last column: natural (NBO) charge in e.
Cartesian coordinates (Å):
C (-0.6183, -0.1971, 0.0290)  -0.63
C (1.8860, -0.3048, 0.2355)  0.25
C (0.7827, 0.2831, -0.0896)  -0.61
H (-1.2006, 0.6907, 0.0680)  0.23
H (0.8209, 1.4062, -0.2819)  0.29
H (-0.9273, -0.8715, -0.8300)  0.23
H (-0.7434, -1.0066, 0.8690)  0.23

Values from the calculation:
Orbital gap = 9.68 eV
Multiplicity = 1
Molar mass = 40.1 g mol⁻¹
Highest occupied orbital energy = -10.0971 eV

***

List of relative energies, unit kcal/mol: P 0.0; Q 7.1